# 1
ORCA calculation (wB97M-V/def2-TZVPD) on a molecular structure, C33H64BCl4CsCuF4NO11S4 at a distorted geometry.

Properties
**DFT total energy**: -209402.400 eV

ORCA input file:
```
! RIJCOSX wB97M-V def2-TZVPD def2/J DEFGRID3
* xyz 0 1
Cs -0.898 -3.493 -1.785
Cu -2.922 -0.983 -2.142
C -1.944 -1.954 0.497
C -0.848 -0.851 0.293
C 0.261 -0.928 1.322
C 1.611 -0.297 1.090
C 2.080 -0.808 -0.238
C 1.073 -0.445 -1.426
N -0.283 -1.069 -1.060
O -1.191 -1.061 -2.278
C 1.802 -1.055 -2.685
C 1.128 1.117 -1.613
C -1.636 0.482 0.469
H -2.122 -1.926 1.572
H -1.790 -3.014 0.295
H -2.937 -1.620 0.197
H 0.514 -1.985 1.402
H -0.028 -0.703 2.349
H 2.212 -0.510 1.974
H 1.562 0.791 1.040
H 2.135 -1.895 -0.181
H 3.041 -0.362 -0.495
H 2.722 -0.562 -2.999
H 1.046 -0.947 -3.463
H 2.258 -2.027 -2.493
H 0.954 1.410 -2.648
H 2.082 1.513 -1.266
H 0.414 1.638 -0.975
H -1.413 0.953 1.427
H -2.726 0.502 0.448
H -1.474 1.272 -0.264
B -2.041 -5.561 -0.388
F -1.552 -4.505 0.300
F -3.284 -5.353 -1.058
F -1.090 -5.976 -1.258
F -2.186 -6.564 0.573
C 1.240 3.519 1.288
C -0.334 3.410 1.061
C -0.743 3.767 -0.320
S 0.400 5.155 -0.881
O -0.275 6.307 -0.312
O 0.731 5.034 -2.338
C 1.858 4.573 0.230
H 1.591 2.515 1.048
H 1.536 3.676 2.325
H -0.904 3.969 1.804
H -0.597 2.364 1.216
H -1.786 4.024 -0.506
H -0.366 3.015 -1.014
H 2.455 5.408 0.597
H 2.539 4.034 -0.428
C 5.528 0.715 1.064
C 4.135 0.165 1.550
C 3.356 1.454 1.840
S 3.730 2.580 0.458
O 4.212 3.889 0.974
O 2.735 2.604 -0.486
C 5.228 1.626 -0.150
H 6.228 -0.064 0.761
H 5.970 1.262 1.897
H 4.178 -0.337 2.517
H 3.753 -0.474 0.754
H 3.786 1.996 2.682
H 2.310 1.217 2.035
H 6.020 2.293 -0.491
H 4.812 1.179 -1.053
C -2.814 2.357 1.431
C -4.053 2.364 2.382
C -5.352 2.351 1.597
S -4.972 2.667 -0.188
O -5.095 4.129 -0.422
O -5.772 1.735 -0.992
C -3.193 2.200 -0.003
H -2.078 1.643 1.803
H -2.354 3.343 1.492
H -4.022 3.221 3.056
H -4.045 1.463 2.995
H -6.231 2.939 1.861
H -5.699 1.321 1.520
H -2.697 2.783 -0.780
H -3.245 1.146 -0.276
C -7.349 -1.763 -1.701
C -7.364 -0.214 -1.354
C -6.096 0.135 -0.494
S -5.113 -1.480 -0.328
O -5.509 -2.247 0.819
O -3.728 -1.267 -0.700
C -5.930 -2.329 -1.765
H -7.891 -1.818 -2.645
H -8.150 -2.156 -1.076
H -8.251 0.058 -0.781
H -7.358 0.291 -2.320
H -6.233 0.636 0.464
H -5.393 0.720 -1.087
H -5.933 -3.419 -1.739
H -5.577 -1.923 -2.713
O 3.860 -3.206 -5.641
C 4.106 -3.350 -4.434
O 3.172 -3.241 -3.475
C 3.643 -2.936 -2.187
C 5.058 -2.396 -2.605
C 5.456 -3.345 -3.734
H 3.858 -3.763 -1.510
H 3.106 -2.097 -1.745
H 5.869 -2.389 -1.877
H 4.935 -1.390 -3.007
H 5.696 -4.353 -3.396
H 6.202 -2.970 -4.435
Cl 0.486 3.071 3.391
C 0.465 1.317 3.330
C 0.219 0.673 4.672
Cl 1.640 0.272 5.676
H 1.318 1.017 2.721
H -0.390 1.114 2.685
H -0.364 -0.236 4.524
H -0.482 1.215 5.308
Cl 4.995 -1.467 0.032
C 3.671 -2.614 0.345
C 4.165 -3.868 1.095
Cl 4.529 -5.092 -0.074
H 3.090 -2.858 -0.544
H 2.857 -2.094 0.851
H 3.379 -4.308 1.708
H 5.104 -3.693 1.619
*
```

# 2
ORCA calculation (wB97M-V/def2-TZVPD) on 22 unconnected molecules or ions with the total composition ClH42O21 at a distorted geometry.

Properties
**Energy above the lowest of the compared OMol25 structures with the same formula, charge and spin**: 0.0000 eV
**DFT total energy**: -56209.139 eV

ORCA input file:
```
! RIJCOSX wB97M-V def2-TZVPD def2/J DEFGRID3
* xyz -1 1
Cl -0.436 -1.026 -0.628
O -0.845 1.893 0.658
H -1.796 2.026 0.415
H -0.666 0.936 0.648
O -2.743 -1.320 1.708
H -2.677 -2.283 1.936
H -2.146 -1.318 0.949
O 1.685 3.185 -0.601
H 2.128 2.745 -1.339
H 0.746 3.015 -0.680
O -2.079 -4.262 1.787
H -1.639 -4.275 0.930
H -1.379 -4.048 2.473
O 0.874 -4.150 -0.784
H 0.710 -3.246 -1.015
H 0.715 -4.185 0.169
O 2.054 -0.700 1.004
H 1.572 -0.709 0.126
H 1.989 0.266 1.210
O 0.529 -0.545 -5.438
H 1.200 -1.121 -5.062
H -0.275 -1.096 -5.239
O -1.737 -4.306 -1.182
H -2.464 -3.956 -1.736
H -0.881 -4.032 -1.501
O 2.024 2.074 1.794
H 2.926 2.158 2.110
H 2.044 2.623 0.954
O 3.206 1.320 -2.180
H 3.745 1.030 -1.436
H 3.191 0.563 -2.751
O 0.129 -1.031 2.827
H 0.796 -0.656 2.213
H -0.756 -0.741 2.601
O -3.571 1.759 -0.808
H -3.940 1.623 0.062
H -3.529 0.863 -1.250
O -3.598 1.323 1.884
H -3.484 1.390 2.775
H -3.373 0.398 1.727
O -0.413 3.499 3.639
H -0.740 2.913 2.915
H 0.522 3.635 3.641
O 3.476 -2.726 -0.873
H 2.755 -3.376 -0.806
H 3.371 -2.248 -0.049
O 2.130 -1.706 -3.240
H 1.329 -1.478 -2.721
H 2.566 -2.329 -2.672
O 0.456 -3.608 2.360
H 1.164 -3.621 3.067
H 0.247 -2.606 2.347
O -1.881 3.431 -2.858
H -1.218 2.797 -3.111
H -2.193 3.032 -2.036
O -0.746 5.820 -1.737
H -1.184 4.989 -2.084
H 0.054 5.386 -1.362
O -0.333 1.046 -3.188
H 0.315 0.792 -3.854
H -0.049 0.599 -2.368
O 0.794 1.176 5.609
H 1.081 0.582 4.905
H 0.246 1.818 5.146
*
```

# 3
ORCA calculation (wB97M-V/def2-TZVPD) on a molecular structure, C6H13OP at a distorted geometry.

Properties
**Energy above the lowest of the compared OMol25 structures with the same formula, charge and spin**: 3.3208 eV
**DFT total energy**: -17765.132 eV

ORCA input file:
```
! RIJCOSX wB97M-V def2-TZVPD def2/J DEFGRID3
* xyz 0 1
C -1.541 1.240 0.411
C -0.213 1.204 -0.285
C 0.826 2.113 0.199
C 0.670 -1.749 0.405
C 0.189 0.066 -1.256
C 1.286 -0.916 -0.732
O -1.357 1.956 -0.745
P -2.942 -0.763 0.164
H -1.657 1.792 1.429
H 0.337 2.735 0.901
H 1.240 2.758 -0.638
H 1.657 1.570 0.751
H 0.137 -2.679 -0.072
H -0.172 -1.215 0.917
H 1.455 -2.054 1.080
H -0.763 -0.357 -1.442
H 0.736 0.433 -2.129
H 1.633 -1.481 -1.614
H 2.234 -0.416 -0.446
H -3.887 0.229 0.390
H -3.022 -1.359 1.498
*
```

Question: What is the formula in the second record?
Answer: ClH42O21

Question: Look up the DFT total energy of the first one.
Answer: -209402.400 eV

Question: Number 1 is which compound?
Answer: C33H64BCl4CsCuF4NO11S4

Question: Among the records above, which one has the highest DFT total energy?
Answer: C6H13OP